No. 1
Below is a structure of composition C3H3ClOS in a non-equilibrium geometry, with properties calculated with the ωB97M-V functional and the def2-TZVPD basis.

Positions of all 9 atoms, in Å:
C1 -0.33 0.65 0.07
C2 -0.57 -0.87 0.14
C3 1.09 0.23 -0.09
H1 -0.50 1.17 1.04
H2 -0.88 -1.31 -0.79
H3 -1.12 -1.32 0.99
O1 0.84 -1.02 0.35
S1 2.56 0.86 -0.49
Cl1 -1.11 1.62 -1.22

- HOMO-LUMO gap (Eh) = 0.3334
- maximum force (eV Å⁻¹) = 2.96
- net charge = 0
- ΔE to the lowest compared entry with this formula, charge and spin (kcal per mole) = 18.61
- HOMO (eV) = -9.211
- spin multiplicity = 1

***

No. 2
Below is a structure of composition C19H17CoN6O7S4 in a non-equilibrium geometry, with properties calculated with the ωB97M-V functional and the def2-TZVPD basis.

Positions of all 54 atoms, in Å:
Co1 0.75 -0.40 -1.41
O1 0.56 3.70 1.90
C1 1.17 2.72 2.60
C2 1.41 2.95 3.95
C3 2.02 1.99 4.73
C4 2.42 0.77 4.17
C5 2.18 0.53 2.84
C6 1.55 1.49 2.03
C7 1.26 1.16 0.63
O2 1.48 -0.06 0.24
N1 0.80 2.06 -0.18
N2 0.60 1.47 -1.44
C8 0.61 2.31 -2.41
S1 0.29 1.92 -4.08
C9 1.00 3.46 -4.70
C10 0.61 4.57 -3.75
S2 0.94 3.99 -2.06
H1 0.41 3.38 0.99
H2 1.09 3.89 4.37
H3 2.20 2.19 5.78
H4 2.91 0.02 4.78
H5 2.47 -0.40 2.38
H6 0.60 3.62 -5.70
H7 2.08 3.35 -4.76
H8 -0.45 4.81 -3.84
H9 1.21 5.46 -3.91
O3 2.96 -2.29 -3.40
N3 2.28 -1.69 -2.63
O4 1.50 -2.22 -1.78
O5 2.22 -0.40 -2.61
N4 -1.45 -5.39 3.56
C11 -1.58 -4.22 2.84
C12 -2.52 -4.12 1.81
C13 -2.67 -2.94 1.12
C14 -1.89 -1.84 1.45
C15 -0.96 -1.92 2.48
C16 -0.81 -3.10 3.17
S3 -2.03 -0.35 0.55
O6 -1.47 0.69 1.35
O7 -3.37 -0.25 0.03
N5 -1.07 -0.59 -0.75
C17 -1.55 -0.74 -2.00
S4 -3.12 -0.84 -2.70
C18 -2.37 -1.01 -4.26
C19 -1.03 -0.95 -4.17
N6 -0.57 -0.80 -2.88
H10 -1.81 -6.24 3.14
H11 -0.62 -5.52 4.11
H12 -3.13 -4.98 1.55
H13 -3.41 -2.85 0.33
H14 -0.37 -1.05 2.74
H15 -0.09 -3.17 3.98
H16 -2.96 -1.14 -5.15
H17 -0.32 -1.02 -4.99

- HOMO-LUMO gap (Eh) = 0.2880
- maximum force (eV Å⁻¹) = 1.73
- net charge = 0
- ΔE to the lowest compared entry with this formula, charge and spin (kcal per mole) = 5.00
- HOMO (eV) = -8.196
- spin multiplicity = 1

***

No. 3
Below is a structure of composition C17H17Br2HgNO in a non-equilibrium geometry, with properties calculated with the ωB97M-V functional and the def2-TZVPD basis.

Positions of all 39 atoms, in Å:
C1 -2.07 -0.65 -2.44
C2 1.16 -0.25 -2.31
C3 -1.34 0.30 -3.16
H1 -2.83 -0.38 -1.67
C4 0.99 1.19 -2.35
H2 2.22 -0.46 -2.54
H3 -0.64 -0.06 -3.91
H4 1.94 1.60 -2.68
C5 -1.42 1.74 -3.22
H5 -2.26 2.18 -2.73
H6 -1.60 2.07 -4.24
C6 -1.04 -1.68 -1.97
H7 -1.37 -2.71 -2.11
H8 -0.89 -1.65 -0.88
C7 0.36 -1.51 -2.63
H9 0.32 -1.71 -3.69
H10 1.03 -2.27 -2.24
C8 -0.09 2.23 -2.59
H11 0.38 3.04 -3.17
H12 -0.40 2.74 -1.67
Hg1 1.39 0.60 -0.42
H13 -2.50 -0.73 -3.39
Br1 0.81 -4.35 2.21
C9 0.74 -2.64 2.89
C10 0.46 -2.40 4.23
C11 0.32 -1.10 4.71
Br2 -0.07 -0.89 6.59
C12 0.45 0.03 3.83
C13 0.18 1.34 4.27
C14 0.24 2.36 3.34
C15 0.64 2.11 2.04
N1 0.88 0.87 1.59
C16 0.78 -0.19 2.46
C17 0.97 -1.55 1.95
O1 1.29 -1.72 0.74
H14 0.33 -3.24 4.90
H15 -0.10 1.49 5.32
H16 -0.01 3.36 3.64
H17 0.79 2.90 1.32

- HOMO-LUMO gap (spin up / spin down) (Eh) = 0.2117 / 0.1901
- maximum force (eV Å⁻¹) = 4.15
- net charge = 0
- ΔE to the lowest compared entry with this formula, charge and spin (kcal per mole) = 91.18
- HOMO (spin up / spin down) (eV) = -6.380 / -5.787
- spin multiplicity = 1

***

No. 4
Below is an isolated molecule of C5H5FN2 in a non-equilibrium geometry, with properties calculated with the ωB97M-V functional and the def2-TZVPD basis.

Positions of all 13 atoms, in Å:
H1 2.99 -1.25 0.34
N1 2.03 -1.52 -0.10
C1 1.20 -0.56 -0.09
C2 1.31 0.87 0.01
C3 0.01 1.29 -0.24
C4 -0.88 0.15 -0.42
C5 -2.27 0.18 -0.16
F1 -2.86 -1.12 0.04
N2 -0.05 -0.92 -0.49
H2 2.20 1.35 0.31
H3 -0.30 2.31 0.11
H4 -2.98 1.05 0.37
H5 -0.40 -1.81 0.31

- HOMO-LUMO gap (Eh) = 0.2902
- maximum force (eV Å⁻¹) = 7.21
- net charge = 0
- ΔE to the lowest compared entry with this formula, charge and spin (kcal per mole) = 70.89
- SMILES = [H]/N=C1C=C/C(=C/F)N\1
- HOMO (eV) = -8.306
- spin multiplicity = 1

***

No. 5
Below is a structure of composition C33H29F4IN2S, with properties calculated with the ωB97M-V functional and the def2-TZVPD basis.

Positions of all 70 atoms, in Å:
I1 4.12 -0.86 5.07
C1 3.04 0.13 3.52
C2 2.90 1.62 3.79
C3 1.81 2.24 2.91
C4 0.43 1.92 3.41
C5 -0.10 2.68 4.52
C6 -1.31 2.43 5.07
C7 -2.08 1.38 4.51
N1 -3.30 0.97 4.91
S1 -3.72 -0.23 3.96
N2 -2.44 -0.32 2.99
C8 -1.58 0.63 3.40
C9 -0.31 0.92 2.85
H1 2.07 -0.37 3.49
H2 3.55 -0.07 2.59
H3 3.85 2.13 3.66
H4 2.60 1.76 4.84
H5 1.91 1.89 1.88
H6 1.94 3.33 2.91
H7 0.51 3.48 4.92
H8 -1.70 3.00 5.90
H9 0.07 0.36 2.01
F1 2.16 0.17 0.20
C10 2.74 0.86 -0.80
C11 1.98 1.78 -1.49
C12 2.58 2.51 -2.51
C13 3.92 2.30 -2.82
C14 4.66 1.37 -2.11
C15 4.07 0.64 -1.08
H10 0.94 1.92 -1.23
H11 2.00 3.24 -3.06
H12 4.38 2.87 -3.61
H13 5.70 1.21 -2.35
H14 4.63 -0.09 -0.51
F2 -3.06 -3.04 -2.47
C16 -2.32 -3.31 -1.37
C17 -2.32 -2.40 -0.34
C18 -1.56 -2.68 0.79
C19 -0.83 -3.86 0.86
C20 -0.85 -4.76 -0.20
C21 -1.60 -4.49 -1.33
H15 -2.90 -1.49 -0.41
H16 -1.56 -1.98 1.61
H17 -0.24 -4.08 1.74
H18 -0.28 -5.67 -0.14
H19 -1.64 -5.18 -2.16
F3 3.12 4.74 1.29
C22 2.23 5.65 0.83
C23 0.90 5.28 0.74
C24 -0.01 6.22 0.27
C25 0.42 7.48 -0.11
C26 1.76 7.82 -0.02
C27 2.68 6.90 0.45
H20 0.59 4.29 1.04
H21 -1.06 5.95 0.20
H22 -0.30 8.21 -0.48
H23 2.10 8.80 -0.32
H24 3.74 7.13 0.54
F4 -6.44 -7.21 -6.51
C28 -5.26 -7.07 -5.87
C29 -4.37 -8.13 -5.89
C30 -3.16 -7.99 -5.23
C31 -2.86 -6.81 -4.56
C32 -3.77 -5.76 -4.55
C33 -4.98 -5.89 -5.21
H25 -4.63 -9.04 -6.41
H26 -2.45 -8.80 -5.23
H27 -1.91 -6.70 -4.05
H28 -3.54 -4.84 -4.03
H29 -5.71 -5.09 -5.23

- HOMO-LUMO gap (Eh) = 0.3145
- maximum force (eV Å⁻¹) = 0.37
- net charge = 0
- HOMO (eV) = -9.127
- spin multiplicity = 1

***

No. 6
Below is a cluster of 2 separate species, C8H19N3O in total in a non-equilibrium geometry, with properties calculated with the ωB97M-V functional and the def2-TZVPD basis.

Positions of all 31 atoms, in Å:
C1 1.72 -0.72 -3.00
N1 1.32 -0.40 -1.62
C2 1.48 1.04 -1.32
C3 0.10 1.71 -1.24
C4 0.24 3.07 -0.58
N2 -0.58 1.72 -2.53
H1 1.41 -1.74 -3.26
H2 1.17 0.00 -3.62
H3 2.78 -0.58 -3.22
H4 1.85 -0.96 -0.98
H5 2.10 1.53 -2.10
H6 2.01 1.15 -0.36
H7 -0.52 1.07 -0.59
H8 0.90 3.71 -1.16
H9 0.63 2.98 0.43
H10 -0.73 3.56 -0.50
H11 -0.06 2.28 -3.19
H12 -1.50 2.15 -2.43
C5 -2.15 -0.22 2.16
C6 -1.30 -1.43 2.49
N3 -1.87 -2.23 3.44
C7 -0.10 -1.71 1.91
C8 0.56 -2.97 2.14
O1 0.09 -3.91 2.78
H13 -2.98 -0.50 1.46
H14 -2.69 0.13 3.06
H15 -1.55 0.59 1.70
H16 -2.87 -2.13 3.62
H17 -1.45 -3.15 3.50
H18 0.39 -0.98 1.31
H19 1.59 -3.06 1.71

- HOMO-LUMO gap (Eh) = 0.3440
- maximum force (eV Å⁻¹) = 1.39
- net charge = 0
- ΔE to the lowest compared entry with this formula, charge and spin (kcal per mole) = 0.00
- SMILES = CNC[C@@H](C)N.C/C(N)=C/C=O
- HOMO (eV) = -8.571
- spin multiplicity = 1

***

No. 7
Below is an isolated molecule of C12H13N3S2 in a non-equilibrium geometry, with properties calculated with the ωB97M-V functional and the def2-TZVPD basis.

Positions of all 30 atoms, in Å:
C1 -0.81 1.50 -2.42
C2 0.47 1.76 -2.29
C3 1.51 0.80 -1.79
N1 1.04 -0.55 -1.60
C4 0.49 -0.96 -0.44
N2 0.63 -0.20 0.64
C5 0.11 -0.63 1.78
S1 0.27 0.42 3.17
C6 1.09 1.86 2.39
C7 0.26 2.59 1.40
C8 -1.05 2.50 1.25
N3 -0.54 -1.76 2.00
C9 -0.68 -2.55 0.94
C10 -1.34 -3.82 0.90
C11 -1.33 -4.36 -0.33
S2 -0.53 -3.40 -1.52
C12 -0.18 -2.19 -0.32
H1 -1.51 2.24 -2.77
H2 -1.23 0.54 -2.16
H3 0.87 2.74 -2.54
H4 1.87 1.14 -0.81
H5 2.36 0.78 -2.48
H6 0.78 -1.06 -2.43
H7 2.01 1.49 1.93
H8 1.35 2.51 3.23
H9 0.83 3.26 0.76
H10 -1.58 3.07 0.51
H11 -1.64 1.84 1.87
H12 -1.78 -4.27 1.77
H13 -1.75 -5.30 -0.64

- HOMO-LUMO gap (Eh) = 0.3166
- maximum force (eV Å⁻¹) = 1.02
- net charge = 0
- ΔE to the lowest compared entry with this formula, charge and spin (kcal per mole) = 3.04
- SMILES = C=CCNc1nc(SCC=C)nc2ccsc12
- HOMO (eV) = -8.023
- spin multiplicity = 1

***

No. 8
Below is a structure of composition C9H8 in a non-equilibrium geometry, with properties calculated with the ωB97M-V functional and the def2-TZVPD basis.

Positions of all 17 atoms, in Å:
C1 -0.20 -2.00 -0.09
C2 0.53 -0.75 -0.13
C3 1.98 -0.72 -0.02
C4 3.24 -0.43 -0.11
C5 -0.11 0.38 -0.36
C6 -1.64 0.61 -0.68
C7 -2.70 0.24 0.29
C8 0.45 1.71 -0.13
C9 1.48 2.49 0.05
H1 -1.26 -1.64 1.09
H2 -0.87 -1.72 -1.18
H3 0.50 -2.91 0.10
H4 4.44 -0.55 -0.05
H5 -1.85 1.37 -1.50
H6 -3.70 0.64 0.38
H7 -2.43 -0.06 1.52
H8 2.16 3.34 0.81

- HOMO-LUMO gap (Eh) = 0.2858
- maximum force (eV Å⁻¹) = 6.40
- net charge = 0
- ΔE to the lowest compared entry with this formula, charge and spin (kcal per mole) = 258.78
- HOMO (eV) = -8.231
- spin multiplicity = 1

***

No. 9
Below is a structure of composition C53H40InN11S2, with properties calculated with the ωB97M-V functional and the def2-TZVPD basis.

Positions of all 107 atoms, in Å:
In1 0.14 -1.06 -0.49
C1 -0.70 -6.10 1.51
C2 -1.11 -5.86 0.20
C3 -1.41 -4.57 -0.21
C4 -1.29 -3.49 0.66
C5 -0.90 -3.74 1.98
C6 -0.61 -5.03 2.40
N1 -1.49 -2.17 0.18
C7 -2.50 -1.42 0.74
C8 -3.69 -2.02 1.20
C9 -4.68 -1.28 1.79
C10 -4.54 0.10 1.97
C11 -3.39 0.71 1.54
C12 -2.40 -0.02 0.88
N2 -1.12 0.59 0.53
N3 -0.40 1.00 1.72
C13 1.22 2.77 0.86
C14 1.67 4.07 1.04
C15 2.98 4.37 0.68
C16 3.79 3.35 0.19
C17 3.24 2.09 0.05
N4 1.98 1.80 0.37
H1 -0.48 -7.10 1.84
H2 -1.22 -6.70 -0.48
H3 -1.80 -4.39 -1.21
H4 -0.83 -2.91 2.68
H5 -0.32 -5.21 3.43
H6 -3.80 -3.09 1.10
H7 -5.58 -1.78 2.13
H8 -5.32 0.67 2.46
H9 -3.24 1.76 1.74
H10 1.01 4.83 1.43
H11 3.36 5.38 0.80
H12 4.82 3.53 -0.07
H13 3.84 1.27 -0.34
C18 1.03 -3.59 -2.35
N5 1.59 -2.87 -1.18
C19 2.91 -2.25 -1.41
C20 2.72 -0.89 -2.03
N6 1.64 -0.17 -1.86
C21 1.84 1.02 -2.55
C22 1.01 2.13 -2.71
C23 1.50 3.18 -3.46
C24 2.78 3.13 -4.04
C25 3.60 2.03 -3.90
C26 3.10 0.99 -3.14
N7 3.64 -0.25 -2.79
C27 -0.13 -2.88 -2.99
N8 -0.63 -1.75 -2.57
C28 -1.76 -1.50 -3.34
C29 -2.67 -0.46 -3.29
C30 -3.71 -0.49 -4.20
C31 -3.84 -1.53 -5.13
C32 -2.94 -2.57 -5.19
C33 -1.90 -2.54 -4.27
N9 -0.84 -3.40 -4.01
H14 0.68 -4.56 -2.00
H15 1.82 -3.77 -3.08
H16 1.67 -3.54 -0.42
H17 3.53 -2.88 -2.06
H18 3.43 -2.14 -0.46
H19 0.03 2.17 -2.24
H20 0.89 4.06 -3.60
H21 3.12 3.98 -4.63
H22 4.58 2.00 -4.37
H23 4.53 -0.62 -3.07
H24 -2.58 0.33 -2.56
H25 -4.45 0.30 -4.19
H26 -4.67 -1.51 -5.82
H27 -3.05 -3.37 -5.91
H28 -0.64 -4.26 -4.50
S1 4.24 -1.56 5.69
C34 5.49 -2.71 5.60
C35 5.59 -3.25 4.36
C36 4.64 -2.71 3.46
C37 3.83 -1.77 4.03
C38 2.74 -1.01 3.41
C39 2.13 -1.46 2.26
N10 1.13 -0.80 1.66
C40 0.66 0.30 2.25
C41 1.19 0.87 3.41
C42 0.64 2.09 4.04
C43 -0.20 3.06 3.60
C44 -0.78 3.25 2.28
C45 -1.82 4.02 1.94
C46 -2.44 3.91 0.61
C47 -2.16 2.83 -0.16
N11 -1.03 2.04 0.06
C48 -0.20 2.37 1.24
C49 -3.45 4.87 0.18
C50 -3.84 5.16 -1.10
C51 -4.89 6.11 -1.15
C52 -5.28 6.53 0.08
S2 -4.37 5.78 1.32
C53 2.25 0.18 3.97
H29 6.08 -2.94 6.48
H30 6.32 -4.00 4.09
H31 4.58 -3.00 2.42
H32 2.43 -2.40 1.80
H33 0.98 2.20 5.07
H34 -0.46 3.82 4.33
H35 -2.29 4.68 2.67
H36 -2.74 2.59 -1.04
H37 -3.37 4.74 -1.97
H38 -5.33 6.48 -2.07
H39 -6.04 7.25 0.33
H40 2.72 0.57 4.87

- HOMO-LUMO gap (Eh) = 0.2483
- maximum force (eV Å⁻¹) = 0.49
- net charge = +2
- ΔE to the lowest compared entry with this formula, charge and spin (kcal per mole) = 106.49
- HOMO (eV) = -11.801
- spin multiplicity = 1

***

No. 10
Below is an isolated molecule of C23H30FN3O2, with properties calculated with the ωB97M-V functional and the def2-TZVPD basis.

Positions of all 59 atoms, in Å:
C1 4.05 -2.27 1.53
O1 3.92 -1.00 2.11
C2 3.29 -0.02 1.39
C3 3.20 1.23 2.01
C4 2.56 2.27 1.39
C5 2.00 2.11 0.12
O2 1.37 3.16 -0.45
C6 2.12 0.87 -0.53
C7 1.63 0.70 -1.94
N1 0.32 1.30 -2.13
C8 -0.08 1.50 -3.51
C9 -0.53 0.22 -4.22
C10 -1.66 -0.43 -3.43
C11 -1.19 -0.70 -2.00
N2 -2.17 -1.45 -1.25
C12 -1.65 -2.37 -0.25
C13 -2.34 -2.19 1.11
N3 -2.42 -0.79 1.44
C14 -1.46 -0.14 2.18
C15 -0.28 -0.78 2.59
C16 0.64 -0.13 3.39
C17 0.40 1.17 3.78
F1 1.30 1.81 4.57
C18 -0.74 1.84 3.39
C19 -1.66 1.18 2.60
C20 -3.29 -0.06 0.54
C21 -3.38 -0.78 -0.83
C22 -0.74 0.64 -1.37
C23 2.76 -0.18 0.13
H1 3.07 -2.72 1.32
H2 4.64 -2.24 0.61
H3 4.57 -2.88 2.27
H4 3.63 1.35 2.99
H5 2.47 3.23 1.86
H6 0.89 2.82 -1.24
H7 2.32 1.22 -2.62
H8 1.66 -0.37 -2.21
H9 0.76 1.96 -4.05
H10 -0.91 2.21 -3.51
H11 -0.86 0.46 -5.23
H12 0.31 -0.47 -4.31
H13 -1.97 -1.37 -3.90
H14 -2.53 0.24 -3.43
H15 -0.31 -1.36 -2.07
H16 -0.57 -2.21 -0.12
H17 -1.79 -3.41 -0.60
H18 -3.36 -2.58 1.06
H19 -1.81 -2.73 1.89
H20 -0.06 -1.78 2.28
H21 1.54 -0.63 3.71
H22 -0.91 2.85 3.70
H23 -2.57 1.69 2.34
H24 -4.30 0.02 0.96
H25 -2.90 0.95 0.40
H26 -3.67 -0.06 -1.60
H27 -4.17 -1.54 -0.79
H28 -0.38 0.48 -0.35
H29 -1.59 1.33 -1.35
H30 2.83 -1.13 -0.39

- HOMO-LUMO gap (Eh) = 0.2937
- maximum force (eV Å⁻¹) = 0.49
- net charge = 0
- ΔE to the lowest compared entry with this formula, charge and spin (kcal per mole) = 81.32
- SMILES = COc1ccc(O)c(CN2CCC[C@H](N3CCN(c4ccc(F)cc4)CC3)C2)c1
- HOMO (eV) = -7.366
- spin multiplicity = 1